DFT (the ωB97M-V functional and the def2-TZVPD basis) results for 7 unconnected molecules or ions with the total composition C44H95N9O9PS.

```
159
Properties=species:S:1:pos:R:3
C -2.038 3.062 5.039
C -1.611 1.776 4.264
C -2.335 1.634 2.874
C -1.306 1.098 1.851
C -0.360 2.195 1.270
S -0.392 3.861 2.042
C 1.163 1.849 1.101
C 1.865 1.401 2.391
C 3.389 1.257 2.246
C 3.872 -0.014 1.515
C 3.489 -1.343 2.189
C 3.428 -2.544 1.219
C 2.579 -2.301 -0.054
C 1.942 -3.579 -0.631
O 0.584 -3.390 -1.123
C 0.607 -3.327 -2.491
C 1.129 -2.044 -3.114
O 0.223 -4.200 -3.137
C -0.907 2.309 -0.201
C -1.844 3.433 -0.612
C -3.198 3.500 0.071
N -3.909 4.503 -0.136
N -1.290 0.889 -0.537
P -2.029 0.576 -2.184
C -3.719 1.301 -2.314
C -1.006 1.521 -3.419
C 0.523 1.317 -3.228
C -1.746 0.064 0.661
N -0.851 -1.058 0.929
C -3.201 -0.352 0.798
C -3.802 -1.440 -0.135
C -2.866 -2.430 -0.833
O -2.702 -3.626 -0.069
C -2.665 -4.779 -0.896
H -2.522 3.793 4.385
H -1.132 3.542 5.421
H -2.680 2.827 5.890
H -1.916 0.923 4.878
H -0.529 1.836 4.149
H -3.198 0.995 3.070
H -2.718 2.638 2.662
H -0.628 0.528 2.484
H 0.762 4.467 1.685
H 1.329 1.071 0.332
H 1.631 2.775 0.754
H 1.595 2.089 3.200
H 1.452 0.422 2.669
H 3.788 2.139 1.727
H 3.807 1.282 3.260
H 4.968 0.029 1.518
H 3.580 0.059 0.460
H 2.579 -1.305 2.798
H 4.305 -1.584 2.882
H 3.004 -3.422 1.724
H 4.443 -2.824 0.919
H 3.255 -1.912 -0.821
H 1.844 -1.515 0.170
H 1.915 -4.396 0.095
H 2.558 -3.908 -1.475
H 0.296 -1.484 -3.549
H 1.554 -1.403 -2.334
H 1.919 -2.236 -3.840
H -0.007 2.502 -0.803
H -1.375 4.405 -0.477
H -2.057 3.373 -1.684
H -3.611 2.701 0.698
H -4.789 4.420 0.375
H -0.357 0.485 -0.698
H -4.271 1.359 -1.373
H -3.712 2.299 -2.769
H -4.288 0.664 -3.003
H -1.273 1.042 -4.369
H -1.297 2.573 -3.512
H 0.966 2.284 -2.977
H 0.762 0.546 -2.489
H 0.973 0.958 -4.156
H -1.087 -1.501 1.806
H 0.122 -0.782 0.883
H -3.342 -0.685 1.830
H -3.811 0.558 0.721
H -4.429 -0.966 -0.896
H -4.500 -2.041 0.457
H -3.320 -2.714 -1.794
H -1.868 -2.052 -1.069
H -2.207 -4.586 -1.870
H -3.660 -5.238 -0.985
H -2.028 -5.522 -0.405
C 5.779 -2.508 -2.448
O 4.789 -3.165 -2.157
N 6.980 -2.621 -1.862
C 8.113 -1.805 -2.262
C 7.153 -3.592 -0.793
H 5.758 -1.746 -3.245
H 8.924 -2.449 -2.604
H 8.457 -1.217 -1.409
H 7.831 -1.130 -3.068
H 6.927 -4.591 -1.168
H 6.464 -3.367 0.021
H 8.175 -3.563 -0.424
C 0.005 -1.129 7.142
O 0.847 -0.563 7.814
N -1.242 -1.433 7.551
C -2.198 -2.112 6.692
C -1.641 -1.067 8.900
H 0.208 -1.450 6.104
H -3.077 -1.473 6.563
H -2.494 -3.049 7.158
H -1.761 -2.323 5.718
H -1.556 0.013 9.026
H -0.980 -1.550 9.621
H -2.668 -1.376 9.082
C -4.068 -0.897 -6.497
O -4.529 -0.478 -5.449
N -3.514 -0.134 -7.457
C -2.983 -0.700 -8.685
C -3.446 1.303 -7.257
H -4.072 -1.971 -6.747
H -1.921 -0.461 -8.768
H -3.514 -0.278 -9.540
H -3.105 -1.781 -8.690
H -2.869 1.521 -6.355
H -4.453 1.702 -7.125
H -2.976 1.778 -8.114
C -2.092 -5.142 8.191
O -2.118 -5.164 6.972
N -2.453 -6.156 8.993
C -2.394 -6.056 10.439
C -2.916 -7.395 8.389
H -1.756 -4.249 8.750
H -1.721 -6.820 10.832
H -3.392 -6.208 10.856
H -2.030 -5.075 10.740
H -2.133 -7.804 7.749
H -3.794 -7.195 7.773
H -3.169 -8.116 9.162
C 0.287 5.851 -4.300
O 0.725 4.937 -3.614
N -0.796 6.578 -3.986
C -1.295 7.651 -4.829
C -1.480 6.262 -2.746
H 0.757 6.151 -5.252
H -1.286 8.588 -4.270
H -2.318 7.426 -5.136
H -0.674 7.760 -5.715
H -0.784 6.380 -1.913
H -1.803 5.222 -2.782
H -2.339 6.910 -2.600
C 4.795 1.518 -4.876
O 5.961 1.208 -4.722
N 4.354 2.749 -5.203
C 2.941 3.040 -5.364
C 5.323 3.814 -5.397
H 3.975 0.786 -4.752
H 2.756 3.394 -6.382
H 2.644 3.813 -4.654
H 2.345 2.148 -5.186
H 6.011 3.540 -6.198
H 5.900 3.954 -4.482
H 4.815 4.740 -5.654
```

## Properties
HOMO = -10.6 eV
total energy = -99123.224 eV
charge = +1

DFT (the ωB97M-V functional and the def2-TZVPD basis) results for 6 unconnected molecules or ions with the total composition C44H96BF6N5O4S2.

```
158
Properties=species:S:1:pos:R:3
B 0.409 -1.463 0.166
F -0.107 -2.392 -0.777
F 1.791 -1.478 0.063
F -0.122 -0.185 -0.047
F -0.036 -1.899 1.451
C 0.986 0.923 6.730
C 0.690 0.939 5.242
C -0.801 0.672 5.006
C -1.134 0.140 3.622
N -2.632 0.163 3.363
C -2.950 -0.632 2.097
C -3.060 0.375 0.981
C -3.659 1.625 1.642
C -3.066 1.582 3.048
C -3.418 -0.409 4.506
C -3.157 -1.858 4.792
C -3.958 -2.335 5.996
H 0.411 1.737 7.187
H 2.030 1.168 6.920
H 0.733 -0.008 7.236
H 1.354 0.271 4.687
H 0.914 1.922 4.817
H -1.372 1.603 5.115
H -1.147 -0.021 5.775
H -0.755 -0.872 3.497
H -0.677 0.712 2.813
H -3.849 -1.227 2.225
H -2.130 -1.315 1.876
H -3.753 0.038 0.208
H -2.119 0.625 0.497
H -4.744 1.533 1.693
H -3.375 2.511 1.080
H -3.799 1.922 3.776
H -2.164 2.182 3.138
H -4.464 -0.215 4.239
H -3.272 0.264 5.350
H -2.088 -2.038 4.929
H -3.423 -2.444 3.909
H -3.809 -1.687 6.863
H -3.751 -3.370 6.244
H -5.025 -2.199 5.793
C -0.750 3.060 -0.327
C -1.687 2.869 -1.508
C -2.695 4.015 -1.773
C -1.985 5.338 -1.893
N -2.847 6.493 -2.333
C -3.811 6.878 -1.233
C -3.017 7.670 -0.215
C -1.874 8.302 -1.036
C -2.009 7.752 -2.447
C -3.663 6.217 -3.576
C -2.803 5.969 -4.788
C -3.640 6.001 -6.072
H -1.218 3.364 0.615
H -0.049 3.879 -0.526
H -0.168 2.157 -0.148
H -2.299 1.985 -1.310
H -1.124 2.689 -2.422
H -3.393 4.020 -0.933
H -3.203 3.694 -2.683
H -1.164 5.310 -2.611
H -1.576 5.658 -0.936
H -4.580 7.512 -1.673
H -4.300 5.998 -0.825
H -3.630 8.371 0.343
H -2.555 7.003 0.513
H -1.803 9.387 -0.997
H -0.914 8.016 -0.597
H -2.602 8.445 -3.043
H -1.071 7.495 -2.927
H -4.221 7.140 -3.737
H -4.359 5.432 -3.296
H -2.305 4.995 -4.767
H -2.026 6.729 -4.872
H -3.009 6.114 -6.949
H -4.383 6.802 -6.045
H -4.241 5.095 -6.176
C -1.940 -5.050 0.584
C -1.424 -6.016 1.653
C 0.075 -6.224 1.639
C 0.825 -4.949 1.964
N 2.324 -5.053 1.885
C 2.793 -5.933 3.028
C 4.245 -5.571 3.250
C 4.208 -4.017 3.138
C 2.993 -3.726 2.252
C 2.790 -5.597 0.582
C 2.383 -4.811 -0.646
C 3.125 -5.298 -1.893
H -1.835 -4.001 0.848
H -2.969 -5.291 0.318
H -1.370 -5.205 -0.339
H -1.919 -6.984 1.538
H -1.794 -5.707 2.639
H 0.404 -6.631 0.677
H 0.359 -7.027 2.331
H 0.566 -4.569 2.949
H 0.570 -4.208 1.208
H 2.602 -6.973 2.773
H 2.237 -5.669 3.927
H 4.827 -6.049 2.463
H 4.632 -5.831 4.230
H 5.126 -3.690 2.665
H 4.041 -3.621 4.134
H 3.343 -3.275 1.328
H 2.248 -3.033 2.632
H 2.509 -6.645 0.499
H 3.880 -5.568 0.629
H 2.621 -3.759 -0.484
H 1.308 -4.816 -0.837
H 2.941 -4.578 -2.693
H 2.754 -6.260 -2.246
H 4.207 -5.344 -1.760
C -0.753 -3.815 -4.994
C -0.199 -2.948 -3.864
C 0.767 -1.888 -4.375
C 1.515 -1.259 -3.203
N 2.566 -0.238 -3.573
C 3.244 0.324 -2.329
C 4.196 -0.752 -1.861
C 4.645 -1.449 -3.156
C 3.725 -0.921 -4.260
C 2.082 0.825 -4.491
C 0.894 1.626 -3.985
C 0.586 2.805 -4.884
H -1.615 -3.369 -5.496
H -1.127 -4.757 -4.595
H 0.017 -3.972 -5.748
H 0.289 -3.585 -3.120
H -0.996 -2.495 -3.269
H 0.242 -1.150 -4.983
H 1.506 -2.383 -5.013
H 2.025 -2.008 -2.603
H 0.792 -0.737 -2.574
H 3.819 1.200 -2.629
H 2.468 0.614 -1.623
H 5.033 -0.298 -1.337
H 3.713 -1.414 -1.149
H 5.696 -1.310 -3.402
H 4.539 -2.531 -3.080
H 4.207 -0.185 -4.898
H 3.361 -1.715 -4.903
H 1.745 0.285 -5.375
H 2.895 1.514 -4.707
H 1.038 1.913 -2.940
H 0.040 0.939 -3.986
H 1.319 3.609 -4.782
H -0.394 3.254 -4.722
H 0.624 2.480 -5.928
N 5.076 0.750 2.626
S 4.488 1.600 3.896
O 4.060 0.854 5.026
O 3.742 2.779 3.573
F 5.869 2.241 4.342
S 3.708 0.231 2.008
O 3.103 1.096 1.047
O 2.869 -0.566 2.844
F 4.368 -0.923 1.064
```

## Properties
energy relative to the best compared isomer or geometry (same formula, charge and spin) = 0.0 kJ/mol
HOMO = -12.0 eV
total energy = -101471.471 eV
charge = +2

DFT (the ωB97M-V functional and the def2-TZVPD basis) results for a molecular structure, C45H100B6F24FeN5.

```
181
Properties=species:S:1:pos:R:3
Fe 24.794 10.709 1.687
C 18.571 9.098 0.137
C 18.263 10.056 1.253
C 19.540 10.442 2.030
N 19.390 11.273 3.339
C 18.506 10.595 4.431
C 18.440 11.463 5.720
C 19.817 11.875 6.229
C 20.736 12.548 5.204
C 20.808 11.634 3.887
C 18.701 12.639 2.914
H 17.758 8.951 -0.573
H 18.762 8.071 0.447
H 19.522 9.231 -0.379
H 17.451 9.657 1.861
H 17.889 10.947 0.749
H 20.147 11.020 1.332
H 20.121 9.563 2.307
H 18.973 9.622 4.585
H 17.526 10.517 3.959
H 17.813 10.975 6.466
H 17.994 12.428 5.481
H 20.312 11.001 6.654
H 19.699 12.515 7.103
H 21.712 12.557 5.690
H 20.439 13.576 4.998
H 21.259 10.652 4.029
H 21.447 12.117 3.148
H 18.615 13.365 3.722
H 17.719 12.432 2.490
H 19.315 13.116 2.150
C 23.211 9.613 6.798
C 24.673 9.492 7.187
C 25.546 10.556 6.450
N 27.135 10.467 6.617
C 27.710 9.075 6.070
C 29.246 9.150 6.006
C 29.733 10.295 5.079
C 29.291 11.705 5.636
C 27.770 11.758 5.927
C 27.464 10.585 8.063
H 22.573 10.295 7.361
H 22.772 8.616 6.843
H 22.994 9.905 5.771
H 25.004 8.529 6.799
H 24.667 9.543 8.276
H 25.317 11.547 6.841
H 25.214 10.634 5.415
H 27.284 9.197 5.074
H 27.242 8.335 6.719
H 29.617 8.229 5.556
H 29.592 9.198 7.039
H 29.145 10.266 4.161
H 30.800 10.129 4.935
H 29.551 12.457 4.891
H 29.879 12.040 6.490
H 27.273 11.842 4.960
H 27.393 12.680 6.370
H 27.053 11.511 8.467
H 28.551 10.654 8.112
H 27.035 9.772 8.650
C 25.970 16.904 -3.313
C 24.486 16.787 -2.844
C 24.381 16.902 -1.237
N 22.935 16.678 -0.608
C 23.050 17.004 0.927
C 21.630 17.075 1.673
C 20.641 17.914 0.898
C 20.554 17.538 -0.550
C 21.913 17.595 -1.254
C 22.559 15.229 -0.874
H 25.964 16.858 -4.402
H 26.598 16.079 -2.979
H 26.468 17.806 -2.958
H 24.171 15.828 -3.257
H 23.862 17.532 -3.337
H 24.645 17.902 -0.893
H 25.034 16.221 -0.691
H 23.356 18.049 0.978
H 23.806 16.354 1.368
H 21.762 17.541 2.649
H 21.360 16.019 1.664
H 20.877 18.974 0.994
H 19.652 17.803 1.342
H 19.764 18.055 -1.095
H 20.189 16.512 -0.604
H 22.278 18.618 -1.157
H 21.890 17.348 -2.316
H 21.593 15.010 -0.417
H 23.370 14.710 -0.363
H 22.485 15.199 -1.961
C 22.888 14.046 -6.243
C 23.978 12.966 -6.212
C 24.232 12.264 -4.819
N 25.603 11.495 -4.609
C 25.522 10.555 -3.434
C 24.803 9.275 -3.607
C 25.297 8.595 -4.926
C 25.136 9.436 -6.164
C 25.938 10.732 -5.932
C 26.699 12.504 -4.330
H 23.385 14.722 -6.939
H 22.711 14.586 -5.313
H 21.982 13.634 -6.688
H 24.900 13.297 -6.691
H 23.818 12.297 -7.057
H 23.459 11.505 -4.697
H 24.239 13.002 -4.016
H 25.176 11.071 -2.538
H 26.580 10.383 -3.238
H 23.732 9.465 -3.674
H 24.868 8.636 -2.726
H 24.680 7.707 -5.067
H 26.356 8.355 -4.833
H 24.131 9.701 -6.490
H 25.595 8.860 -6.967
H 25.975 11.420 -6.776
H 27.003 10.500 -5.925
H 26.691 13.361 -5.004
H 27.691 12.056 -4.395
H 26.620 12.938 -3.333
C 27.230 6.910 -0.777
C 26.830 5.431 -0.459
C 25.502 5.358 0.288
N 25.225 4.043 1.105
C 26.397 3.714 1.957
C 26.576 4.672 3.189
C 25.367 4.790 4.048
C 24.069 5.097 3.169
C 23.995 4.085 2.032
C 24.906 2.830 0.165
H 27.536 7.530 0.066
H 26.413 7.435 -1.272
H 28.025 6.980 -1.519
H 27.639 4.958 0.098
H 26.773 4.942 -1.432
H 24.748 5.616 -0.456
H 25.449 6.191 0.989
H 27.335 3.544 1.428
H 26.162 2.788 2.482
H 26.950 5.614 2.790
H 27.416 4.291 3.769
H 25.523 5.661 4.685
H 25.237 3.871 4.619
H 24.162 6.107 2.771
H 23.100 5.191 3.660
H 23.087 4.218 1.444
H 23.803 3.167 2.588
H 24.097 2.965 -0.553
H 24.827 1.862 0.661
H 25.785 2.899 -0.475
B 23.645 8.748 3.027
F 24.019 8.228 4.229
F 24.745 8.589 2.232
F 22.589 8.069 2.422
F 23.477 10.085 3.165
B 26.269 13.071 -0.318
F 25.397 12.294 0.402
F 25.673 13.828 -1.263
F 27.131 13.652 0.513
F 27.117 12.169 -1.020
B 22.897 10.542 -0.275
F 21.796 9.844 -0.706
F 22.723 11.041 0.961
F 23.979 9.757 -0.200
F 23.219 11.478 -1.210
B 29.769 10.045 -1.862
F 30.718 10.982 -1.700
F 28.810 10.285 -0.928
F 29.029 10.262 -3.055
F 30.309 8.760 -1.840
B 27.374 10.403 1.760
F 26.539 10.908 2.738
F 28.058 9.276 2.222
F 26.524 9.968 0.799
F 28.337 11.300 1.282
B 24.554 13.527 3.607
F 25.340 13.065 4.644
F 23.395 13.967 4.084
F 25.199 14.513 2.975
F 24.355 12.442 2.771
```

## Properties
HOMO (alpha / beta) = -9.6 / -9.6 eV
total energy = -159430.825 eV
2S+1 = 5
charge = +1
expectation value of S² = 6.004